33
Properties=species:S:1:pos:R:3 method="wB97M-V/def2-TZVPD" largest_force_ev_per_a=0.6 charge=+1 e_above_lowest_ev=1.980 homo_lumo_gap_ev=10.40 spin_multiplicity=1
C 3.889 -0.587 0.384
C 2.438 -0.596 -0.129
C 1.523 -1.296 0.882
C 2.034 0.857 -0.541
C 0.812 1.494 0.129
C 0.810 3.013 -0.077
C -0.424 0.871 -0.502
O -1.562 0.993 0.412
N -2.368 -0.076 0.394
C -2.625 -0.924 1.372
N -3.541 -1.803 0.996
C -3.850 -1.504 -0.257
N -4.745 -2.125 -1.069
N -3.125 -0.439 -0.663
H 4.099 -1.486 0.958
H 4.579 -0.543 -0.456
H 4.062 0.281 1.018
H 2.430 -1.192 -1.041
H 0.606 -1.665 0.422
H 2.035 -2.176 1.268
H 1.289 -0.675 1.745
H 1.846 0.877 -1.620
H 2.886 1.515 -0.386
H 0.791 1.309 1.201
H 0.143 3.519 0.616
H 1.809 3.418 0.077
H 0.523 3.265 -1.098
H -0.258 -0.178 -0.731
H -0.663 1.392 -1.431
H -2.141 -0.835 2.330
H -5.581 -1.663 -1.375
H -4.625 -3.098 -1.286
H -3.100 0.057 -1.542